Record 1
{
  "formula": "C5H7Br2Cl",
  "method": "ωB97M-V/def2-TZVPD",
  "species": ["C", "C", "C", "C", "C", "Cl", "Br", "Br", "H", "H", "H", "H", "H", "H", "H"],
  "positions_angstrom": [[-0.696886, 0.326413, 1.119449], [0.474271, 0.021706, 0.165315], [-1.976745, 0.062520, 0.326640], [1.029349, -1.292967, 0.101098], [0.800086, 0.991122, -0.861927], [-0.696390, 2.074313, 1.579524], [-2.169002, -1.818141, -0.073898], [-2.401873, 1.215834, -1.095737], [-0.645388, -0.170438, 2.060461], [2.144523, -1.137704, 0.329671], [1.016617, -1.894783, -0.763720], [0.683145, -2.014297, 0.791677], [1.783436, 1.292696, -1.057576], [0.160879, 1.807158, -0.793825], [0.493977, 0.536569, -1.827154]],
  "forces_ev_per_angstrom": [[0.83, 1.16, -1.62], [-2.00, 1.00, 1.40], [0.97, -0.88, -0.10], [2.95, -0.57, 1.41], [-1.35, -1.41, -1.74], [0.03, -0.10, 0.29], [-0.34, 0.51, 0.14], [-0.35, -0.20, 0.05], [-0.16, -0.87, 0.36], [-1.10, -0.42, -0.29], [-0.21, 0.02, -1.97], [-0.53, -0.30, 1.41], [1.75, 0.28, 0.41], [-0.60, 1.79, 0.26], [0.12, -0.02, 0.00]],
  "nbo_charge": [-0.33, 0.17, -0.21, -0.70, -0.70, -0.05, 0.06, 0.12, 0.25, 0.24, 0.23, 0.23, 0.24, 0.24, 0.22],
  "total_energy_ha": -5802.80811,
  "e_above_lowest_kj_mol": 127.81,
  "e_lumo_ha": [-0.0253, 0.0052]
}

Record 2
{
  "formula": "C5H7BrCl2",
  "method": "ωB97M-V/def2-TZVPD",
  "species": ["C", "C", "C", "C", "C", "Cl", "Cl", "Br", "H", "H", "H", "H", "H", "H", "H"],
  "positions_angstrom": [[-0.600010, 0.045082, -1.462237], [-0.438772, 1.517222, -1.112617], [0.419639, 0.519358, -0.411989], [0.070849, 0.044619, 1.010087], [0.332340, -1.443689, 1.134463], [1.018532, 1.057360, 2.187662], [2.072487, -1.802005, 1.057415], [-0.354392, -2.149488, 2.799018], [-1.470879, -0.389610, -1.006791], [-0.343342, -0.152222, -2.524731], [0.141351, 1.881012, -1.941695], [-1.220444, 1.959886, -0.670757], [1.518813, 0.602759, -0.790537], [-0.947753, 0.284804, 1.469000], [-0.198419, -1.975090, 0.263709]],
  "forces_ev_per_angstrom": [[0.55, 0.87, -0.16], [2.70, -2.72, -1.82], [0.62, -0.37, -1.01], [0.01, 1.25, 0.49], [-0.31, -0.72, -0.79], [0.22, -0.33, -0.08], [-0.17, -0.08, -0.32], [-0.22, -0.04, -0.04], [-0.25, -0.48, -0.34], [-0.16, -0.51, 1.20], [-0.39, 1.44, 0.15], [-2.41, 2.08, 1.43], [-2.00, -0.63, 1.49], [0.90, -0.52, -1.70], [0.90, 0.75, 1.49]],
  "nbo_charge": [-0.43, -0.40, -0.26, -0.24, -0.30, -0.06, 0.00, 0.05, 0.21, 0.23, 0.22, 0.22, 0.26, 0.27, 0.26],
  "total_energy_ha": -3689.05727,
  "e_above_lowest_kj_mol": 72.09,
  "e_lumo_ha": 0.0264
}

Record 3
{
  "formula": "C5H7BrNS",
  "method": "ωB97M-V/def2-TZVPD",
  "species": ["C", "C", "C", "C", "C", "N", "S", "Br", "H", "H", "H", "H", "H", "H", "H"],
  "positions_angstrom": [[1.562235, -2.034741, -0.536715], [0.601715, 0.267576, -1.309728], [1.422541, -1.413767, 0.579089], [-1.721336, 1.038311, 0.117210], [-0.319785, 1.039613, 0.777479], [0.491128, 0.220545, -0.057616], [1.139202, -1.174062, -2.067168], [1.486954, -1.647805, 2.422902], [1.813740, -3.021523, -0.675125], [0.204373, 1.077291, -1.852665], [-2.046345, -0.005108, -0.023432], [-1.795135, 1.377014, -0.846143], [-2.446170, 1.513461, 0.823208], [-0.370222, 0.686185, 1.781733], [-0.022894, 2.077011, 0.866969]],
  "forces_ev_per_angstrom": [[-0.98, 2.07, -2.27], [0.22, -1.90, 0.39], [-2.41, 3.35, 1.36], [-0.84, -1.83, 3.57], [-1.77, 1.34, -1.04], [2.85, -2.74, 2.46], [0.79, -0.40, 0.30], [-0.04, 0.29, -1.45], [0.95, -2.10, -0.14], [-0.35, 0.81, -0.95], [0.02, 0.09, 0.52], [0.19, 1.76, -2.19], [0.49, -0.18, -0.89], [0.10, -0.74, 0.59], [0.78, 0.18, -0.25]],
  "nbo_charge": [-0.43, -0.03, 0.10, -0.61, -0.26, -0.28, 0.48, 0.31, 0.29, 0.26, 0.22, 0.21, 0.25, 0.24, 0.24],
  "total_energy_ha": -3221.31799,
  "e_above_lowest_kj_mol": 198.17,
  "e_lumo_ha": -0.1748,
  "charge": 1
}

Record 4
{
  "formula": "C5H7Cl",
  "method": "ωB97M-V/def2-TZVPD",
  "species": ["C", "C", "C", "C", "C", "Cl", "H", "H", "H", "H", "H", "H", "H"],
  "positions_angstrom": [[1.197548, -1.806539, 0.271621], [1.915354, -1.057172, -0.531282], [0.928045, -0.347622, 0.378280], [-1.296258, 1.537439, 0.170582], [-0.787586, 0.235372, -0.299240], [-2.038989, -1.002983, -0.062713], [0.890473, -2.783149, 0.707174], [2.602231, -0.829108, -1.249337], [1.121589, 0.225099, 1.279743], [-1.412851, 1.494587, 1.309815], [-2.140634, 1.873365, -0.409812], [-0.508889, 2.365924, -0.163420], [-0.470038, 0.094792, -1.401415]],
  "forces_ev_per_angstrom": [[0.04, 0.12, 0.01], [-3.04, 0.06, 2.91], [-3.16, -0.11, -0.96], [2.56, 2.19, 0.34], [4.11, -2.45, -1.55], [0.07, -0.44, 0.29], [0.50, 0.98, -0.68], [1.67, 0.11, -1.70], [0.38, 0.06, -0.10], [-0.15, 0.46, -1.74], [-0.84, -0.23, 0.38], [-1.22, -1.62, 1.20], [-0.92, 0.88, 1.59]],
  "nbo_charge": [-0.16, -0.18, -0.22, -0.66, -0.23, -0.08, 0.24, 0.22, 0.19, 0.23, 0.23, 0.22, 0.20],
  "total_energy_ha": -654.75235,
  "e_above_lowest_kj_mol": 362.76,
  "e_lumo_ha": 0.0405
}

Record 5
{
  "formula": "C5H7Cl2N3",
  "method": "ωB97M-V/def2-TZVPD",
  "species": ["C", "C", "C", "C", "C", "H", "H", "H", "H", "H", "H", "H", "N", "N", "N", "Cl", "Cl"],
  "positions_angstrom": [[-1.614254, -0.643306, -0.606249], [-0.854571, -0.099288, 0.730056], [0.523353, 0.160803, 0.283883], [2.619763, -0.231713, -0.108981], [1.164637, 1.322373, -0.184219], [-3.036781, -1.774144, 0.455812], [-3.464669, -0.387943, -0.067132], [-0.933751, -1.452231, -1.106757], [-1.730171, 0.257979, -1.276039], [-1.311802, 0.859735, 1.403944], [-0.756289, -0.829700, 1.582702], [3.268176, 1.654890, -0.619137], [-2.919022, -1.224432, -0.395613], [1.489405, -0.788178, 0.312381], [2.486398, 1.038695, -0.245722], [4.385149, -0.837455, -0.101809], [0.684429, 2.973914, -0.057119]],
  "forces_ev_per_angstrom": [[1.49, -0.34, 0.84], [-1.10, 0.87, 1.33], [1.95, 2.18, -0.54], [1.07, -3.68, 2.05], [-1.80, 0.32, 1.72], [0.90, -0.46, -0.31], [0.03, -0.97, -0.85], [-0.96, 1.72, 0.94], [0.26, -1.15, 0.46], [0.88, -2.22, -2.61], [-0.32, 0.07, -1.27], [-1.74, -0.95, 0.77], [-1.79, 2.00, 1.00], [1.74, -1.57, -0.63], [2.28, 3.94, -2.57], [-2.75, 0.41, -0.06], [-0.15, -0.17, -0.30]],
  "nbo_charge": [-0.21, -0.46, 0.10, 0.39, 0.03, 0.35, 0.34, 0.21, 0.20, 0.22, 0.24, 0.45, -0.82, -0.47, -0.54, -0.05, 0.02],
  "total_energy_ha": -1279.32115,
  "e_above_lowest_kj_mol": 103.63,
  "e_lumo_ha": 0.0191
}

Record 6
{
  "formula": "C5H7Cl2NS2",
  "method": "ωB97M-V/def2-TZVPD",
  "species": ["C", "C", "C", "C", "C", "N", "S", "S", "Cl", "Cl", "H", "H", "H", "H", "H", "H", "H"],
  "positions_angstrom": [[-0.712204, 0.962663, -0.681253], [-2.028525, 1.356469, -0.846600], [-0.877783, -1.766638, -0.048680], [1.431751, -0.032814, 1.336533], [0.017186, 0.106224, -1.552750], [1.933379, 0.502147, 0.151552], [0.281953, -2.933639, -0.100598], [1.591598, -0.371762, -1.209605], [-2.709392, 2.281724, 0.396538], [-2.327072, -1.949608, 0.826038], [-0.143245, 1.415529, 0.049857], [-2.763948, 0.755017, -1.373332], [1.582296, 0.479506, 2.296602], [0.360875, -0.268575, 1.171395], [1.875034, -1.046104, 1.723344], [-0.431600, -0.462077, -2.343050], [2.919694, 0.971935, 0.204016]],
  "forces_ev_per_angstrom": [[-2.19, 0.38, -2.83], [1.63, -1.88, 0.56], [1.82, -2.10, -0.33], [-0.53, -3.37, 3.25], [-0.69, -0.66, 1.61], [3.47, 2.34, -0.12], [-1.50, 1.21, 0.12], [0.74, 0.19, -1.27], [-0.56, 0.84, 0.54], [-0.35, 0.33, -0.04], [0.91, 1.07, 1.49], [0.25, 0.40, -0.45], [-0.22, 1.12, -0.82], [0.56, 0.31, 0.58], [-0.47, 1.12, -1.37], [-0.20, 0.07, -0.47], [-2.64, -1.40, -0.43]],
  "nbo_charge": [-0.26, -0.23, -0.38, -0.44, -0.36, -0.82, 0.04, 0.69, 0.01, 0.04, 0.23, 0.22, 0.22, 0.22, 0.18, 0.25, 0.41],
  "total_energy_ha": -1966.03559,
  "e_above_lowest_kj_mol": 274.98,
  "e_lumo_ha": [-0.0250, -0.0397]
}

Record 7
{
  "formula": "C5H7ClFN",
  "method": "ωB97M-V/def2-TZVPD",
  "species": ["C", "C", "C", "C", "C", "H", "H", "H", "H", "H", "H", "H", "N", "F", "Cl"],
  "positions_angstrom": [[-0.020107, -0.070813, 1.465755], [-0.074670, 0.200019, -0.036872], [-1.125765, -0.705767, -0.675208], [-0.455295, 1.586919, -0.327294], [1.302481, -0.140357, -0.657263], [-1.033649, -0.196310, 1.816668], [0.486588, -1.053714, 1.671818], [0.449479, 0.746030, 2.062711], [-2.126605, -0.486741, -0.321199], [-1.089001, -0.549965, -1.766140], [-0.891369, -1.745693, -0.472444], [1.430131, -1.202371, -0.473724], [-0.710521, 2.699035, -0.465386], [1.281984, 0.176012, -1.981466], [2.576326, 0.743713, 0.160038]],
  "forces_ev_per_angstrom": [[0.46, -0.18, 0.86], [0.05, -0.27, 0.03], [0.29, -0.01, -1.06], [0.41, 0.56, 0.40], [-1.27, 0.58, 0.48], [-0.35, 0.09, 0.21], [-0.25, 0.98, -0.25], [-0.20, -0.74, -0.60], [-0.06, 0.09, 0.12], [-0.23, -0.18, 0.37], [-0.01, -0.21, 0.09], [0.44, -0.18, -0.44], [-0.09, -0.30, -0.11], [0.31, -0.33, 0.02], [0.48, 0.11, -0.12]],
  "nbo_charge": [-0.60, -0.21, -0.59, 0.29, 0.22, 0.22, 0.22, 0.24, 0.23, 0.23, 0.21, 0.18, -0.30, -0.33, -0.02],
  "total_energy_ha": -809.52508,
  "e_above_lowest_kj_mol": 0.00,
  "e_lumo_ha": 0.0240
}

Record 8
{
  "formula": "C5H7ClN4",
  "method": "ωB97M-V/def2-TZVPD",
  "species": ["C", "C", "C", "C", "C", "N", "N", "N", "N", "Cl", "H", "H", "H", "H", "H", "H", "H"],
  "positions_angstrom": [[-3.118929, 0.251805, 1.088163], [-1.851583, 0.119439, 0.564277], [-0.401623, 0.284812, 0.882397], [0.359854, -0.628385, -0.054979], [1.622969, -0.188423, -0.725072], [-3.994723, -0.127709, 0.140166], [-3.361635, -0.499805, -0.915773], [-2.071774, -0.350571, -0.688575], [-1.019550, -0.565550, -1.510690], [0.340015, -2.295577, 0.445023], [-3.439709, 0.577326, 2.054899], [-0.103233, 1.322490, 0.708942], [-0.194332, 0.033818, 1.924535], [1.948632, 0.784883, -0.368010], [1.444025, -0.117015, -1.794424], [2.419292, -0.909325, -0.560187], [-1.048082, -1.502340, -1.911593]],
  "forces_ev_per_angstrom": [[0.68, 0.13, -0.03], [-0.15, -0.26, -0.20], [-0.24, 0.13, 0.15], [-2.52, 0.05, -2.56], [0.22, -0.11, -0.02], [-0.66, 0.04, 0.55], [0.03, -0.44, -1.49], [-0.64, 0.27, 1.97], [3.26, 0.29, 0.97], [0.05, -0.10, 0.15], [-0.06, 0.10, 0.21], [0.13, -0.09, -0.04], [0.08, 0.01, -0.05], [-0.06, 0.08, 0.06], [0.03, 0.05, -0.06], [0.05, 0.00, 0.04], [-0.21, -0.15, 0.35]],
  "nbo_charge": [-0.12, 0.07, -0.51, 0.23, -0.69, -0.25, -0.08, -0.03, -0.46, 0.02, 0.22, 0.24, 0.25, 0.23, 0.26, 0.24, 0.36],
  "total_energy_ha": -873.82597,
  "e_above_lowest_kj_mol": 105.86,
  "e_lumo_ha": 0.0075
}

Which formula does entry 6 have?
C5H7Cl2NS2

What did the first record say?
{
  "formula": "C5H7Br2Cl",
  "method": "ωB97M-V/def2-TZVPD",
  "species": ["C", "C", "C", "C", "C", "Cl", "Br", "Br", "H", "H", "H", "H", "H", "H", "H"],
  "positions_angstrom": [[-0.696886, 0.326413, 1.119449], [0.474271, 0.021706, 0.165315], [-1.976745, 0.062520, 0.326640], [1.029349, -1.292967, 0.101098], [0.800086, 0.991122, -0.861927], [-0.696390, 2.074313, 1.579524], [-2.169002, -1.818141, -0.073898], [-2.401873, 1.215834, -1.095737], [-0.645388, -0.170438, 2.060461], [2.144523, -1.137704, 0.329671], [1.016617, -1.894783, -0.763720], [0.683145, -2.014297, 0.791677], [1.783436, 1.292696, -1.057576], [0.160879, 1.807158, -0.793825], [0.493977, 0.536569, -1.827154]],
  "forces_ev_per_angstrom": [[0.83, 1.16, -1.62], [-2.00, 1.00, 1.40], [0.97, -0.88, -0.10], [2.95, -0.57, 1.41], [-1.35, -1.41, -1.74], [0.03, -0.10, 0.29], [-0.34, 0.51, 0.14], [-0.35, -0.20, 0.05], [-0.16, -0.87, 0.36], [-1.10, -0.42, -0.29], [-0.21, 0.02, -1.97], [-0.53, -0.30, 1.41], [1.75, 0.28, 0.41], [-0.60, 1.79, 0.26], [0.12, -0.02, 0.00]],
  "nbo_charge": [-0.33, 0.17, -0.21, -0.70, -0.70, -0.05, 0.06, 0.12, 0.25, 0.24, 0.23, 0.23, 0.24, 0.24, 0.22],
  "total_energy_ha": -5802.80811,
  "e_above_lowest_kj_mol": 127.81,
  "e_lumo_ha": [-0.0253, 0.0052]
}